A 2-piece molecular cluster, C3H5N3O overall in a non-equilibrium geometry. Source: the OMol25 dataset; level of theory: ωB97M-V with the def2-TZVPD basis set.

Output
- energy (eV) = -9706.34583
- total charge = 0
- largest force on an atom (eV Å⁻¹) = 3.9
- highest occupied orbital energy (eV) = -9.03
- lowest unoccupied orbital energy (Eh) = 0.0220
- gap between HOMO and LUMO (eV) = 9.6

```
12
Properties=species:S:1:pos:R:3:mulliken_charge:R:1
O 0.55 2.36 -0.68 -0.477
C 0.44 1.45 0.34 -0.167
C 0.74 0.05 0.02 0.370
N 0.12 -0.34 -1.09 -0.628
N -0.59 -1.38 -0.63 0.097
C -0.23 -1.67 0.65 -0.107
N 0.65 -0.81 1.08 -0.489
H 0.28 1.90 -1.49 0.353
H -1.01 0.89 0.59 0.167
H 0.95 1.86 1.22 0.291
H -1.26 -1.83 -1.22 0.189
H -0.66 -2.48 1.22 0.402
```